Entry 1:
The following is a DFT calculation (wB97M-V/def2-TZVPD) of 2 unconnected molecules or ions with the total composition C9H22N2P in a non-equilibrium geometry.

Geometry (Å):
1 C -2.268 -3.135 0.205
2 C 0.152 4.887 0.897
3 C 1.676 -1.512 -2.060
4 C 1.693 -1.764 0.884
5 C -2.064 -1.629 0.347
6 C 0.337 3.455 0.412
7 C -0.698 -1.267 0.923
8 C 1.098 3.418 -0.907
9 C 0.547 -1.128 -1.167
10 N 0.847 0.853 -0.516
11 N 0.434 -1.811 0.120
12 P 1.186 1.739 -1.729
13 H -1.677 -3.560 -0.605
14 H -2.027 -3.651 1.132
15 H -3.310 -3.341 -0.023
16 H 1.113 5.365 1.070
17 H -0.396 5.473 0.163
18 H -0.408 4.898 1.828
19 H 2.648 -1.254 -1.646
20 H 1.570 -0.986 -3.007
21 H 1.661 -2.584 -2.272
22 H 2.483 -2.291 0.354
23 H 1.976 -0.720 1.010
24 H 1.559 -2.227 1.858
25 H -2.812 -1.231 1.031
26 H -2.227 -1.141 -0.613
27 H 0.872 2.874 1.163
28 H -0.643 2.988 0.268
29 H -0.560 -0.185 0.964
30 H -0.617 -1.680 1.930
31 H 0.617 4.066 -1.648
32 H 2.126 3.780 -0.787
33 H -0.411 -1.030 -1.657
34 H 0.206 -2.801 -0.072

Output
Kohn-Sham gap   8.70 eV
Charge   +1
E_HOMO   -12.0 eV
LUMO energy   -0.1214 Eh
Energy above the lowest of the compared OMol25 structures with the same formula, charge and spin   45.2 kcal/mol
F_max   0.0894 Eh/bohr

Here are the natural (NBO) charges for atoms 1 to 8, given in e: -0.628, -0.601, -0.699, -0.424, -0.423, -0.398, -0.223, -0.737


Entry 2:
The following is a DFT calculation (wB97M-V/def2-TZVPD) of a single C9H22NP molecule in a non-equilibrium geometry.

Geometry (Å):
1 C -1.597 -2.369 -0.606
2 C 1.182 0.536 -2.414
3 C 2.376 1.418 2.221
4 C -1.259 1.351 -0.834
5 C -0.894 0.032 2.363
6 C -1.821 -0.913 -0.340
7 C 0.225 -0.395 -1.776
8 C 1.611 1.050 0.975
9 C -0.570 0.059 -0.535
10 N 1.020 -1.791 1.094
11 P 0.373 -0.316 1.022
12 H -0.776 -2.497 -1.434
13 H -2.488 -2.884 -1.062
14 H -1.313 -2.868 0.316
15 H 1.714 0.016 -3.170
16 H 0.718 1.467 -2.709
17 H 2.037 0.717 -1.700
18 H 2.750 0.464 2.675
19 H 3.286 1.889 2.158
20 H 1.724 2.019 2.919
21 H -0.550 2.175 -1.042
22 H -1.969 1.227 -1.639
23 H -1.872 1.542 0.088
24 H -0.418 0.943 2.800
25 H -1.844 0.168 2.041
26 H -0.884 -0.899 2.977
27 H -2.266 -0.880 0.693
28 H -2.563 -0.746 -1.142
29 H -0.441 -0.713 -2.449
30 H 0.716 -1.295 -1.408
31 H 2.408 0.366 0.485
32 H 1.313 1.772 0.176
33 H 0.468 -2.292 1.795

Output
SMILES   CCC(C)(CC)[P@@](C)(=N)CC
Kohn-Sham gap   9.13 eV
E_HOMO   -8.3 eV
LUMO energy   0.0287 Eh
Energy above the lowest of the compared OMol25 structures with the same formula, charge and spin   41.5 kcal/mol
F_max   0.0899 Eh/bohr

Here are the natural (NBO) charges for atoms 1 to 8, given in e: -0.608, -0.609, -0.612, -0.610, -0.960, -0.420, -0.426, -0.790


Entry 3:
The following is a DFT calculation (wB97M-V/def2-TZVPD) of a molecular structure, C9H23BNORb in a non-equilibrium geometry.

Geometry (Å):
1 Rb 2.474 -0.993 3.544
2 B 4.550 -2.801 4.260
3 H 4.227 -2.527 5.253
4 H 3.711 -3.122 3.662
5 H 5.062 -1.956 3.826
6 H 5.246 -3.623 4.314
7 C 1.240 -0.216 -2.353
8 C 0.038 -0.227 -1.471
9 C 0.560 -0.396 -0.018
10 C -0.426 -0.095 1.101
11 C -1.148 1.284 0.924
12 C -1.723 1.397 -0.485
13 N -0.678 1.093 -1.574
14 O -1.090 1.293 -2.936
15 C -3.001 0.733 -0.653
16 C -2.062 2.941 -0.641
17 C -0.830 -1.468 -1.916
18 H 1.078 -0.098 -3.424
19 H 1.835 -1.092 -2.095
20 H 1.873 0.629 -2.083
21 H 0.883 -1.410 0.219
22 H 1.473 0.148 0.224
23 H 0.055 -0.154 2.077
24 H -1.222 -0.835 1.022
25 H -0.416 2.007 1.284
26 H -1.980 1.285 1.628
27 H -2.891 -0.348 -0.739
28 H -3.689 1.078 0.119
29 H -3.402 1.087 -1.602
30 H -2.563 3.350 -1.518
31 H -2.604 3.267 0.247
32 H -1.127 3.499 -0.674
33 H -1.371 -1.373 -2.857
34 H -1.547 -1.873 -1.202
35 H -0.168 -2.296 -2.171
36 H -0.367 1.815 -3.292

Output
Spin multiplicity   2
Kohn-Sham gap (spin up / spin down)   7.32 / 2.61 eV
<S²>   0.75
Charge   +1
E_HOMO (spin up / spin down)   -10.6 / -10.6 eV
LUMO energy (spin up / spin down)   -0.1202 / -0.2930 Eh
F_max   0.1006 Eh/bohr

Here are the natural (NBO) charges for atoms 1 to 8, given in e: 0.981, -0.845, -0.029, -0.087, -0.045, 0.026, -0.634, 0.075


Entry 4:
The following is a DFT calculation (wB97M-V/def2-TZVPD) of a molecular structure, C9H24AlF3N8O19S in a non-equilibrium geometry.

Geometry (Å):
1 Al -11.806 -9.074 5.822
2 C -9.140 -10.663 10.267
3 F -8.021 -10.563 9.677
4 F -9.054 -11.446 11.372
5 F -9.548 -9.488 10.700
6 S -10.455 -11.406 9.017
7 O -9.786 -12.532 8.342
8 O -11.554 -11.831 9.841
9 O -10.861 -10.240 8.165
10 C -7.569 -12.519 6.224
11 N -7.998 -11.106 6.291
12 O -9.125 -10.818 5.873
13 O -7.203 -10.297 6.693
14 H -6.506 -12.653 6.022
15 H -8.197 -13.018 5.486
16 H -7.752 -12.960 7.204
17 C -7.439 -7.424 9.299
18 N -8.868 -7.218 8.834
19 O -9.622 -6.510 9.461
20 O -9.308 -7.926 7.951
21 H -7.119 -6.486 9.751
22 H -6.841 -7.621 8.410
23 H -7.385 -8.321 9.917
24 C -5.687 -11.729 12.237
25 N -4.806 -12.625 13.089
26 O -3.683 -12.246 13.337
27 O -5.257 -13.685 13.552
28 H -6.606 -12.233 11.937
29 H -5.143 -11.530 11.314
30 H -5.867 -10.856 12.865
31 C -14.616 -10.652 10.040
32 N -14.559 -10.632 8.558
33 O -15.534 -11.035 8.001
34 O -13.479 -10.252 8.009
35 H -14.264 -9.703 10.446
36 H -13.968 -11.451 10.399
37 H -15.626 -10.845 10.402
38 C -8.962 -15.441 9.049
39 N -7.683 -15.060 9.793
40 O -7.707 -14.104 10.608
41 O -6.751 -15.826 9.622
42 H -8.896 -16.468 8.692
43 H -8.860 -14.718 8.239
44 H -9.814 -15.308 9.716
45 C -10.513 -13.838 12.817
46 N -10.738 -15.271 12.563
47 O -11.875 -15.709 12.487
48 O -9.733 -15.892 12.379
49 H -11.030 -13.114 12.188
50 H -9.434 -13.695 12.885
51 H -10.905 -13.587 13.803
52 C -11.862 -10.306 13.415
53 N -12.254 -9.371 14.552
54 O -11.582 -9.484 15.565
55 O -13.176 -8.617 14.380
56 H -12.276 -11.298 13.598
57 H -10.772 -10.329 13.414
58 H -12.274 -9.875 12.503
59 C -8.878 -7.713 14.602
60 N -8.508 -8.188 13.222
61 O -7.864 -9.240 13.239
62 O -8.615 -7.459 12.257
63 H -9.933 -7.773 14.871
64 H -8.602 -6.659 14.584
65 H -8.322 -8.316 15.320

Output
Kohn-Sham gap   1.97 eV
Charge   +2
E_HOMO   -15.7 eV
LUMO energy   -0.5042 Eh
F_max   0.0544 Eh/bohr

Here are the natural (NBO) charges for atoms 1 to 8, given in e: 1.009, 0.807, -0.271, -0.301, -0.288, 2.227, -0.776, -0.790


Entry 5:
The following is a DFT calculation (wB97M-V/def2-TZVPD) of 4 unconnected molecules or ions with the total composition C9H24BrN3O3 in a non-equilibrium geometry.

Geometry (Å):
1 Br -5.957 11.446 -22.033
2 C -10.958 11.154 -20.648
3 C -9.994 12.371 -20.724
4 O -10.225 13.406 -21.272
5 N -8.637 12.245 -19.989
6 H -8.701 11.453 -19.366
7 H -7.960 12.010 -20.701
8 C -8.115 13.459 -19.196
9 H -11.814 11.564 -21.185
10 H -11.234 10.887 -19.628
11 H -10.544 10.275 -21.142
12 H -8.298 14.418 -19.680
13 H -7.058 13.283 -18.997
14 H -8.775 13.408 -18.329
15 C -0.996 7.538 -21.636
16 C -2.318 8.283 -21.273
17 O -2.759 8.277 -20.135
18 N -2.969 9.118 -22.351
19 H -3.328 8.576 -23.125
20 H -3.852 9.447 -21.989
21 C -2.030 10.304 -22.671
22 H -0.869 7.140 -22.643
23 H -1.168 6.686 -20.978
24 H -0.104 8.033 -21.251
25 H -1.045 9.926 -22.948
26 H -1.835 11.011 -21.865
27 H -2.440 10.877 -23.503
28 C -8.337 14.013 -26.669
29 C -7.571 12.904 -25.952
30 O -7.841 11.727 -26.092
31 N -6.766 13.378 -24.699
32 H -7.287 13.987 -24.085
33 H -6.653 12.596 -24.070
34 C -5.364 13.980 -25.043
35 H -8.871 13.462 -27.444
36 H -7.831 14.863 -27.127
37 H -9.142 14.378 -26.031
38 H -4.858 13.245 -25.669
39 H -4.926 14.298 -24.097
40 H -5.634 14.871 -25.610

Output
Kohn-Sham gap   9.09 eV
Charge   +2
E_HOMO   -14.6 eV
LUMO energy   -0.2021 Eh
Energy above the lowest of the compared OMol25 structures with the same formula, charge and spin   35.0 kcal/mol
F_max   0.0711 Eh/bohr

Here are the natural (NBO) charges for atoms 1 to 8, given in e: -0.908, -0.732, 0.726, -0.457, -0.612, 0.431, 0.474, -0.409


Entry 6:
The following is a DFT calculation (wB97M-V/def2-TZVPD) of a molecular structure, C9H24ClI2N2P2Sc in a non-equilibrium geometry.

Geometry (Å):
1 I 1.404 1.005 1.588
2 I -1.072 1.334 2.059
3 Sc -0.245 0.152 -3.198
4 P 0.110 2.305 -1.888
5 C 0.145 3.305 -0.376
6 C 1.621 3.057 -2.603
7 H 1.451 4.141 -2.686
8 H -1.103 4.228 -2.664
9 H 1.840 2.622 -3.604
10 H -1.603 2.764 -3.594
11 H 1.076 2.995 0.122
12 H 2.433 2.845 -1.916
13 C -1.348 3.153 -2.614
14 H 0.128 4.416 -0.437
15 H -2.178 3.003 -1.905
16 H -0.777 3.045 0.168
17 P -0.017 -2.044 -1.985
18 C -0.064 -2.523 -0.233
19 C -1.494 -2.972 -2.661
20 H 1.759 -2.637 -3.616
21 H 1.169 -4.073 -2.737
22 H 2.229 -2.860 -1.891
23 C 1.409 -3.001 -2.644
24 H -1.796 -2.620 -3.648
25 H -1.257 -4.057 -2.748
26 H -0.157 -3.593 -0.227
27 H -0.936 -2.076 0.260
28 H -2.317 -2.826 -1.960
29 H 0.801 -2.182 0.364
30 Cl 0.399 0.164 -5.405
31 C -1.017 -1.488 5.249
32 N 0.099 -0.779 4.605
33 C 0.390 0.584 5.046
34 C 0.511 -1.212 3.463
35 N 0.933 -1.880 2.548
36 H -0.814 -1.619 6.310
37 H -1.055 -2.497 4.821
38 H -2.019 -1.037 5.085
39 H 1.306 0.956 4.616
40 H -0.426 1.302 4.789
41 H 0.479 0.603 6.148

Output
Kohn-Sham gap   5.11 eV
Charge   +2
E_HOMO   -13.8 eV
LUMO energy   -0.3181 Eh
Energy above the lowest of the compared OMol25 structures with the same formula, charge and spin   20.9 kcal/mol
F_max   0.1257 Eh/bohr

Here are the natural (NBO) charges for atoms 1 to 8, given in e: 0.065, 0.036, 1.792, 0.643, -0.935, -0.906, 0.273, 0.287